(1)
C27H25Cl3IrN5OS | the ωB97M-V functional and the def2-TZVPD basis

Results
Spin multiplicity: 2
Total charge: +3
E_LUMO (spin up / spin down): -12.269 / -12.368 eV
Highest occupied orbital energy (spin up / spin down): -15.6 / -16.2 eV

Atoms and positions in Å:
Ir: -0.851416 -0.344693 -0.148082
C: -3.797600 -1.556989 -1.527532
C: -2.688870 -2.529756 -1.747408
C: -2.940262 -3.709112 -2.450784
C: -1.923640 -4.614438 -2.660107
C: -0.663746 -4.341961 -2.145065
C: -0.464518 -3.167179 -1.447656
N: -1.461709 -2.276794 -1.265229
C: 0.809375 -2.839546 -0.804920
C: 1.962420 -3.603521 -0.928350
C: 3.081561 -3.247862 -0.196691
C: 3.021290 -2.160789 0.661729
C: 1.857285 -1.411110 0.715639
N: 0.798561 -1.752262 -0.028887
C: 1.658235 -0.269691 1.612510
C: 2.669455 0.243961 2.401229
C: 2.376625 1.262799 3.297459
C: 1.075653 1.708028 3.395633
C: 0.089137 1.163673 2.570814
C: -1.323985 1.619000 2.718412
N: 0.403790 0.223958 1.666648
H: -4.643258 -1.773614 -2.174541
H: -3.461376 -0.537764 -1.722452
H: -4.133063 -1.632676 -0.493483
H: -3.935340 -3.893787 -2.829198
H: -2.102963 -5.526307 -3.213838
H: 0.136162 -5.053361 -2.278636
H: 1.988774 -4.470281 -1.569867
H: 3.989964 -3.829884 -0.276610
H: 3.865609 -1.926782 1.291400
H: 3.671499 -0.152771 2.343037
H: 3.153033 1.679030 3.925795
H: 0.800568 2.468944 4.112374
H: -1.486967 2.012852 3.718872
H: -1.997904 0.784637 2.559455
H: -1.558684 2.413289 2.004144
Cl: -6.911322 3.761483 0.590302
C: -5.747128 2.549332 0.698742
C: -4.554273 2.682495 -0.059750
C: -3.613842 1.709950 0.028195
Cl: -2.138390 1.788701 -0.870686
C: -3.755258 0.551020 0.864914
O: -2.857552 -0.320826 0.966278
C: -5.002237 0.450692 1.602542
Cl: -5.219967 -0.915117 2.585646
C: -5.955838 1.430868 1.515589
H: -4.422957 3.549764 -0.693915
H: -6.873751 1.341968 2.081719
S: 0.939005 1.022511 -1.690995
C: 2.569958 1.509452 -1.316153
N: 2.817121 2.353603 -0.326400
C: 4.134251 2.973532 -0.111299
C: 4.908318 2.972533 -1.419796
C: 4.927902 1.560375 -1.981638
N: 3.549378 1.061423 -2.078601
H: 2.027458 2.734535 0.167502
H: 4.677853 2.416641 0.655777
H: 3.984790 3.988313 0.251339
H: 5.923747 3.326769 -1.257354
H: 4.428344 3.645595 -2.132495
H: 5.504124 0.897586 -1.332003
H: 5.379171 1.537406 -2.970866
H: 3.307400 0.462155 -2.852410

Force components x, y, z for each atom (eV/Å):
Ir 3.21 -2.78 0.65
C 0.00 0.07 0.05
C 0.02 -0.34 -0.33
C 0.06 0.14 0.13
C 0.05 -0.03 -0.01
C -0.09 0.01 0.02
C -0.09 -0.11 -0.13
N -0.35 1.79 0.09
C 0.12 -0.04 -0.12
C 0.05 0.09 0.11
C -0.05 -0.02 -0.02
C -0.05 -0.02 -0.06
C 0.19 -0.12 -0.04
N -1.58 1.12 0.08
C 0.16 0.20 0.12
C -0.06 -0.07 0.11
C 0.03 -0.03 -0.05
C -0.09 -0.12 -0.05
C 0.33 0.18 0.19
C -0.07 0.03 -0.08
N -1.03 0.54 -0.92
H 0.04 -0.02 -0.05
H -0.01 -0.01 -0.06
H -0.08 -0.08 -0.07
H 0.00 0.00 -0.01
H 0.01 0.00 0.01
H 0.02 0.02 0.01
H -0.02 0.00 -0.02
H -0.01 -0.01 0.03
H 0.01 0.06 -0.01
H 0.00 -0.02 -0.01
H -0.01 0.00 0.00
H -0.01 -0.01 0.02
H 0.02 0.05 -0.01
H 0.13 0.06 0.22
H 0.02 0.01 -0.01
Cl 0.37 -0.49 0.06
C -0.05 0.47 -0.23
C 0.23 0.19 -0.15
C 0.61 0.94 -0.90
Cl -0.46 -0.29 0.46
C 1.03 -1.62 -0.02
O -0.81 1.27 0.18
C -0.98 -0.33 0.54
Cl 0.05 0.34 -0.27
C -0.06 -0.59 0.47
H 0.01 -0.04 -0.02
H 0.00 0.01 0.01
S -0.65 -0.37 -0.24
C -0.63 -0.24 0.24
N 0.34 0.24 0.10
C 0.19 -0.01 -0.02
C -0.12 -0.07 0.00
C 0.16 0.14 0.09
N 0.30 0.10 -0.05
H -0.10 -0.09 -0.11
H -0.02 0.01 0.02
H -0.08 -0.02 0.01
H 0.01 -0.02 0.02
H 0.02 0.01 0.00
H 0.01 -0.02 -0.04
H -0.08 -0.04 -0.03
H -0.16 -0.02 0.07



(2)
C27H25F5N3OReSe | the ωB97M-V functional and the def2-TZVPD basis

Results
Spin multiplicity: 2
ΔE to the lowest compared entry with this formula, charge and spin: 0.0 kcal per mole
Total charge: +3
E_LUMO (spin up / spin down): -11.582 / -10.637 eV
Highest occupied orbital energy (spin up / spin down): -17.9 / -17.8 eV

Atoms and positions in Å:
Re: 0.072978 0.006543 -0.192304
C: 0.934455 3.052168 -1.843817
C: 0.136078 3.197036 -0.583972
C: -0.169413 4.498189 -0.194652
C: -0.894999 4.751450 0.948945
C: -1.321235 3.669269 1.699728
C: -1.009804 2.392781 1.289489
N: -0.277470 2.129300 0.157269
C: -1.447312 1.227552 2.079296
C: -2.205218 1.279681 3.238952
C: -2.505539 0.095582 3.892957
C: -2.058883 -1.112669 3.376077
C: -1.318925 -1.103672 2.206541
N: -1.026844 0.051576 1.594934
C: -0.841663 -2.302941 1.491465
C: -0.997224 -3.553755 2.040839
C: -0.626765 -4.670556 1.309031
C: -0.131560 -4.478981 0.038403
C: 0.038687 -3.199437 -0.483951
C: 0.574794 -3.120138 -1.878935
N: -0.290385 -2.097384 0.250099
H: 1.174321 4.037999 -2.232884
H: 1.883736 2.543324 -1.672639
H: 0.364094 2.538758 -2.619585
H: 0.176812 5.315159 -0.810830
H: -1.124834 5.764533 1.251439
H: -1.892488 3.828429 2.600808
H: -2.563792 2.217458 3.634109
H: -3.095616 0.111503 4.799647
H: -2.309142 -2.035636 3.876194
H: -1.412813 -3.669292 3.029886
H: -0.741814 -5.665796 1.718023
H: 0.137952 -5.326760 -0.574660
H: 0.670916 -4.124225 -2.283896
H: -0.103186 -2.572371 -2.532685
H: 1.569634 -2.674875 -1.915203
F: -3.801592 0.109158 -5.676389
C: -2.716830 0.071637 -4.958927
C: -1.472180 -0.005561 -5.579471
F: -1.394901 -0.043690 -6.884888
C: -0.318936 -0.043188 -4.806384
F: 0.855371 -0.118687 -5.393509
C: -0.396626 -0.004471 -3.412122
Se: 1.136278 -0.060525 -2.328484
C: -1.658371 0.071400 -2.841440
F: -1.741962 0.129973 -1.449869
C: -2.821576 0.112508 -3.559334
F: -3.994747 0.188817 -2.972336
C: 2.987293 -2.190121 1.525907
C: 2.939056 -0.960039 0.654432
O: 1.782865 -0.098264 0.980495
C: 2.044954 0.767996 2.148888
C: 2.808466 2.008372 1.762987
H: 3.853859 -2.784073 1.231942
H: 2.097532 -2.809206 1.408464
H: 3.112754 -1.945671 2.579811
H: 2.827572 -1.214390 -0.397193
H: 3.830599 -0.344821 0.763320
H: 2.584218 0.156914 2.869613
H: 1.071839 1.000584 2.571179
H: 3.778330 1.781668 1.321784
H: 2.997063 2.590731 2.666141
H: 2.242110 2.633116 1.071269

Force components x, y, z for each atom (eV/Å):
Re 0.08 -0.02 -0.14
C 0.02 -0.03 0.02
C -0.01 0.01 -0.02
C -0.06 0.02 0.06
C 0.04 -0.02 -0.06
C -0.01 0.00 0.00
C -0.05 -0.04 0.04
N 0.06 0.08 0.07
C 0.03 0.08 -0.03
C 0.01 -0.02 0.00
C 0.02 -0.01 -0.04
C -0.02 0.03 0.01
C 0.00 -0.05 -0.01
N -0.02 -0.02 -0.04
C -0.01 0.02 0.01
C 0.00 0.01 0.01
C 0.02 -0.01 -0.05
C 0.01 -0.01 0.07
C -0.01 -0.01 0.06
C -0.04 0.02 -0.01
N -0.04 -0.10 -0.01
H -0.01 0.01 0.00
H -0.01 -0.04 0.00
H 0.03 0.01 0.01
H 0.01 0.00 0.00
H 0.00 0.00 0.00
H 0.00 0.00 0.00
H 0.00 0.00 0.00
H 0.00 0.00 0.00
H 0.00 0.00 0.00
H 0.00 0.01 0.00
H 0.00 0.00 0.00
H 0.00 0.00 0.00
H -0.02 0.00 -0.01
H 0.01 0.02 -0.02
H 0.02 0.01 0.02
F -0.01 0.00 0.00
C 0.03 0.00 -0.01
C -0.03 -0.01 -0.01
F -0.01 0.00 0.01
C -0.01 0.00 0.02
F 0.00 0.00 0.01
C 0.03 0.00 -0.02
Se 0.03 0.02 0.08
C 0.02 0.02 0.01
F -0.04 -0.03 0.06
C 0.00 -0.01 0.01
F -0.01 0.00 -0.01
C -0.02 0.02 0.02
C 0.03 -0.05 -0.02
O -0.09 0.06 -0.12
C -0.02 0.03 0.02
C 0.02 0.03 -0.01
H 0.00 0.00 -0.01
H 0.01 0.01 0.00
H 0.00 0.00 0.00
H -0.01 0.00 -0.01
H -0.01 0.00 0.00
H 0.02 -0.01 -0.01
H 0.00 -0.01 0.00
H 0.00 -0.01 0.01
H 0.00 0.01 -0.01
H 0.02 -0.01 0.03



(3)
C27H25INO2Ti | the ωB97M-V functional and the def2-TZVPD basis

Results
Spin multiplicity: 3
ΔE to the lowest compared entry with this formula, charge and spin: 0.0 kcal per mole
Total charge: -1
E_LUMO (spin up / spin down): 2.517 / 2.516 eV
Highest occupied orbital energy (spin up / spin down): -2.0 / -5.1 eV

Atoms and positions in Å:
Ti: 7.106176 -12.781838 -9.320996
I: 6.984500 -12.924011 -12.410486
C: 6.225304 -14.893953 -11.998207
C: 5.795029 -15.614383 -13.129738
C: 5.566934 -16.994881 -13.002376
C: 5.733955 -17.649209 -11.784493
C: 6.120751 -16.916580 -10.636236
C: 6.434084 -17.597662 -9.429194
C: 6.592650 -16.860658 -8.287807
C: 6.705168 -15.448635 -8.332452
C: 6.560197 -14.740811 -9.489273
C: 6.358945 -15.477216 -10.718004
H: 5.741736 -15.146741 -14.071475
H: 5.218681 -17.560233 -13.878885
H: 5.565653 -18.711339 -11.659332
H: 6.395092 -18.699042 -9.417540
H: 6.652974 -17.423757 -7.368911
H: 6.804634 -14.954717 -7.351499
C: 8.829603 -12.603373 -5.565165
C: 8.860175 -12.660704 -7.022928
O: 7.617493 -12.668993 -7.522569
C: 10.014418 -12.744400 -7.836050
C: 11.211041 -13.315478 -7.293751
C: 12.295996 -13.423320 -8.147519
C: 12.179968 -13.152634 -9.491521
C: 11.020024 -12.698568 -10.064539
C: 9.945537 -12.495854 -9.263793
O: 8.755753 -12.126803 -9.849704
H: 8.064164 -11.932523 -5.154133
H: 9.775025 -12.271650 -5.123554
H: 8.538644 -13.552052 -5.130759
H: 11.255454 -13.617927 -6.258555
H: 13.247555 -13.756475 -7.765599
H: 13.013522 -13.331738 -10.185188
H: 10.878078 -12.699795 -11.152374
C: 5.449926 -7.805335 -6.309329
N: 5.061454 -8.966757 -7.107176
C: 4.325228 -9.915768 -6.302425
C: 6.047003 -9.600815 -7.978780
C: 5.310250 -10.238913 -9.100447
C: 4.509612 -9.386750 -9.887287
C: 3.686891 -9.887569 -10.890589
C: 3.694731 -11.246878 -11.151493
C: 4.502760 -12.029977 -10.313385
C: 5.538308 -11.535342 -9.476789
H: 4.553171 -7.220117 -6.005965
H: 6.020111 -7.074037 -6.940889
H: 6.136410 -8.037678 -5.464940
H: 3.595554 -9.409676 -5.600899
H: 4.997880 -10.540912 -5.698615
H: 3.780348 -10.585217 -6.990580
H: 6.693386 -10.364426 -7.409083
H: 6.642400 -8.803784 -8.423897
H: 4.436052 -8.294873 -9.661418
H: 3.023031 -9.203983 -11.405174
H: 2.983135 -11.752724 -11.801976
H: 4.445517 -13.059994 -10.521965

Force components x, y, z for each atom (eV/Å):
Ti 0.13 0.71 -0.41
I -0.36 -0.88 0.11
C -0.05 -0.34 -1.57
C 0.90 -0.17 2.40
C -0.53 -0.76 0.33
C 0.10 1.04 -0.48
C 0.99 0.54 -0.95
C -1.00 0.24 0.25
C 0.45 -0.83 -0.45
C -0.79 -0.62 1.04
C 0.53 -1.13 -1.31
C -0.98 -1.13 0.80
H -0.13 0.51 -0.92
H 0.24 0.26 0.39
H 0.01 -0.06 -0.24
H -0.07 0.60 0.07
H 0.27 0.20 0.37
H 0.09 0.00 -0.68
C 0.61 0.38 1.49
C -1.15 0.35 -0.90
O 0.89 0.35 1.17
C -0.33 -0.72 0.29
C -0.21 1.16 -1.08
C 0.29 -0.30 0.66
C 1.81 -0.23 -0.99
C -0.38 -0.46 -0.82
C -2.17 0.25 0.27
O 2.16 0.25 0.68
H -0.01 0.19 -0.59
H 0.01 -0.26 -0.04
H 0.15 -0.64 0.19
H 0.04 0.04 0.05
H 0.17 -0.23 0.08
H -0.10 0.02 0.57
H 0.14 0.40 0.48
C 0.81 0.61 -1.10
N -0.45 1.12 0.94
C -0.69 -0.10 0.00
C 0.61 -0.07 1.25
C 0.32 1.52 -1.10
C -0.78 0.49 0.42
C 0.26 0.62 -0.12
C -0.27 -0.64 1.77
C 0.50 0.89 -1.57
C -2.77 -0.37 -0.02
H 0.48 -0.70 0.22
H -0.34 -0.71 0.26
H -0.52 0.05 0.02
H 0.75 -0.42 -0.91
H 0.03 -0.08 0.17
H 0.05 0.13 0.42
H -0.63 1.03 -0.86
H 0.43 0.06 0.35
H 0.17 -1.05 0.01
H 0.08 0.00 -0.24
H 0.14 0.30 -0.07
H 0.11 -1.44 -0.11



| no. | maximum force (eV Å⁻¹) | E (eV) |
| --- | --- | --- |
| 1 | 4.3 | -89117.9899 |
| 2 | 0.2 | -115959.8330 |
| 3 | 2.8 | -65205.2414 |